DFT (the ωB97M-V functional and the def2-TZVPD basis) results for a 2-piece molecular cluster, C4H13N2S overall at a distorted geometry.

Last column: natural (NBO) charge in e.
Positions of all 20 atoms, in Å:
S  0.377  0.855  -0.931  -0.7093
N  -2.573  -0.890  -0.864  -0.8785
N  2.978  1.701  0.543  -0.8594
C  -1.634  -1.737  -0.147  -0.2112
C  1.776  1.553  1.366  -0.2254
C  0.430  1.782  0.613  -0.5449
C  -0.702  -2.401  -1.182  -0.6307
H  2.761  1.184  -0.314  0.3809
H  2.996  2.661  0.205  0.3245
H  -0.139  -1.549  -1.587  0.2496
H  -0.393  1.551  1.297  0.1709
H  1.870  2.242  2.215  0.1564
H  -2.023  -0.160  -1.314  0.3906
H  -0.014  -3.099  -0.700  0.1862
H  1.798  0.511  1.701  0.1736
H  -2.227  -2.489  0.386  0.1510
H  -0.972  -1.212  0.546  0.1827
H  -1.327  -2.911  -1.916  0.1853
H  0.287  2.846  0.372  0.1674
H  -3.268  -0.435  -0.291  0.3403

Energy in a.u.: -667.9251
LUMO in Eh: 0.153
Energy above the lowest of the compared OMol25 structures with the same formula, charge and spin in kJ/mol: 34.80
F_max in Eh/bohr: 0.0206
Charge: -1

---

DFT (the ωB97M-V functional and the def2-TZVPD basis) results for C27H51BN8S3SbSi3Ti as an isolated structure at a distorted geometry.

Last column: Mulliken charge in e.
Positions of all 95 atoms, in Å:
Sb  -1.921  -0.985  -1.031  -0.7654
Ti  1.064  1.020  0.382  0.1710
S  0.889  1.464  -2.248  0.1959
S  2.170  3.377  0.020  0.3404
S  -1.055  2.536  0.176  0.3055
Si  -4.112  -0.095  -0.040  0.7211
Si  -1.797  -1.448  -3.551  0.8163
Si  -2.320  -3.461  -0.277  0.5999
N  2.179  -0.827  2.255  1.4516
N  0.987  1.698  2.374  0.0787
N  2.262  1.597  2.886  1.0378
N  1.107  -0.836  1.417  -0.1913
N  3.752  0.645  0.957  1.1748
N  4.029  0.211  4.709  -1.1238
N  3.013  0.296  -0.147  -0.5797
N  4.232  0.020  3.373  0.2960
C  -5.530  -1.291  -0.233  -1.2718
C  -1.551  2.636  -1.556  -0.1534
C  2.906  3.407  -1.628  -0.9634
C  5.292  -0.824  3.177  -0.2283
C  4.974  -0.471  5.317  -0.2718
C  2.262  -2.003  2.902  -0.1158
C  5.039  0.773  0.586  -0.3458
C  -1.932  0.112  -4.569  -1.0721
C  1.119  2.948  4.226  -1.6772
C  1.227  -2.807  2.477  -1.6165
C  5.160  0.470  -0.754  -1.5836
C  5.803  -1.151  4.400  -0.9285
C  0.872  4.649  -0.074  -0.9390
C  2.343  2.352  3.993  -0.2025
C  -0.399  2.722  -2.526  -1.2977
C  -3.698  0.128  1.771  -0.6477
C  -3.772  -4.264  -1.123  -1.1382
C  0.306  2.496  3.197  -0.4852
C  3.861  0.168  -1.160  -0.5479
C  -3.100  -2.637  -4.157  -1.2307
C  -2.672  -3.527  1.563  -1.1153
C  -0.482  4.229  0.489  -1.0798
C  -4.645  1.525  -0.811  -1.1327
C  -0.095  -2.194  -3.758  -0.6273
C  0.542  -2.027  1.551  -0.0446
C  -0.778  -4.445  -0.668  -1.2656
C  2.315  2.479  -2.710  -1.0608
B  3.145  0.376  2.412  -0.1191
H  6.646  -1.786  4.607  0.4510
H  -1.982  -0.203  -5.615  0.5337
H  3.500  -0.145  -2.127  0.7652
H  3.078  1.792  -3.063  0.5300
H  -0.741  2.684  3.016  0.7268
H  3.044  -2.176  3.623  0.4657
H  0.106  -2.409  -4.810  0.4297
H  5.584  -1.169  2.199  0.5288
H  -0.487  4.336  1.571  0.4761
H  6.062  0.444  -1.340  0.4966
H  -1.054  0.749  -4.476  0.1497
H  -4.035  2.379  -0.510  0.2783
H  2.004  3.053  -3.583  0.6914
H  -0.681  -4.636  -1.738  0.3865
H  -2.173  1.763  -1.739  -0.7589
H  -5.423  -2.185  0.382  0.3278
H  -1.259  4.896  0.112  0.6669
H  -4.681  1.476  -1.902  0.3266
H  -2.191  3.515  -1.656  0.8605
H  -1.882  -3.151  2.209  0.2791
H  -3.917  -5.237  -0.643  0.4045
H  -5.639  -1.598  -1.275  0.3294
H  0.998  -3.809  2.793  0.5474
H  -0.321  -2.242  0.961  -0.3903
H  5.789  1.045  1.310  0.8345
H  5.036  -0.458  6.394  0.4989
H  -2.815  -4.585  1.808  0.4890
H  -2.794  0.726  1.898  -0.0932
H  -3.276  -2.486  -5.224  0.4555
H  0.852  3.587  5.049  0.4619
H  0.793  4.964  -1.112  0.4441
H  -3.595  -3.014  1.833  0.3296
H  -3.529  -0.832  2.263  0.2834
H  0.085  3.693  -2.468  0.4689
H  2.890  4.447  -1.952  0.5949
H  -6.460  -0.800  0.062  0.4608
H  1.229  5.509  0.493  0.6575
H  -4.515  0.630  2.295  0.4517
H  -4.705  -3.709  -1.024  0.2421
H  -0.768  2.600  -3.542  0.7744
H  -2.835  0.689  -4.362  0.3306
H  0.018  -3.125  -3.197  0.1937
H  -2.787  -3.674  -4.026  0.3281
H  0.665  -1.495  -3.406  -0.0748
H  -3.593  -4.448  -2.178  0.3312
H  -5.663  1.722  -0.465  0.4774
H  -0.870  -5.418  -0.175  0.4515
H  3.250  2.371  4.569  0.6597
H  0.146  -3.983  -0.320  0.3297
H  3.953  3.153  -1.468  0.4243
H  -4.049  -2.494  -3.639  0.3256

Multiplicity: 2
Energy in a.u.: -4674.8434
LUMO (alpha / beta) in Eh: -0.235 / -0.221
Energy above the lowest of the compared OMol25 structures with the same formula, charge and spin in kJ/mol: 109.11
F_max in Eh/bohr: 0.0299
Charge: +2